[1]
The following is a DFT calculation (wB97M-V/def2-TZVPD) of a 2-piece molecular cluster, C3H13N2O overall.

Structure (XYZ):
```
19
Properties=species:S:1:pos:R:3:forces:R:3
C -1.508968 -0.942957 -0.508996 0.54 -1.63 2.25
N -0.649662 -0.972028 -1.756647 -1.59 -0.73 -0.27
C -1.722614 0.541220 0.076516 1.08 -0.75 -2.00
N -0.360843 1.267985 -0.058349 0.62 -1.65 -0.57
C 0.602168 1.038060 1.032626 -0.03 2.63 2.52
H -2.529930 -1.447207 -0.518835 1.22 0.92 -0.96
H -1.046413 -1.617853 0.323123 -0.33 1.35 -1.26
H -0.903826 -1.700520 -2.499470 0.02 1.56 1.70
H 0.323975 -1.159698 -1.554105 -0.13 -0.24 0.31
H -2.441409 0.992846 -0.667105 0.77 0.10 1.27
H -1.951246 0.658624 1.164776 -0.33 -0.45 -1.17
H -0.476123 2.248948 -0.195548 -0.26 0.81 -0.40
H 0.287689 0.861818 -0.788102 -2.16 0.87 -0.47
H 1.175805 0.176236 0.807464 -0.06 -0.94 0.69
H 1.337428 1.881791 1.003856 -0.52 -0.64 -0.11
H 0.122476 1.150621 2.062185 0.60 -0.78 -1.43
H 3.016621 -1.622544 1.367841 0.19 1.96 0.54
H 2.688720 -0.969624 0.184419 -0.07 0.43 -1.79
O 2.905781 -0.667884 1.051699 0.41 -2.81 1.14
```
Forces are in eV/Å.

Properties
Charge ... +1
Kohn-Sham gap ... 10.74 eV



[2]
The following is a DFT calculation (wB97M-V/def2-TZVPD) of a single C28H30FN5O3 molecule.

Structure (XYZ):
```
67
Properties=species:S:1:pos:R:3:forces:R:3
O -2.872556 -2.940716 -2.431645 0.07 -0.18 -0.02
C -2.682128 -1.757051 -2.657672 -0.07 0.06 -0.26
N -2.442347 -1.192167 -3.842861 -0.08 0.37 -0.02
H -2.215127 -0.204526 -3.803617 -0.05 -0.14 0.11
C -2.088871 -1.921805 -5.035702 0.07 -0.38 0.00
H -2.369504 -1.318211 -5.900960 -0.03 -0.07 0.05
H -2.654863 -2.855701 -5.037061 -0.01 0.11 -0.11
C -0.577173 -2.222932 -5.059037 -0.16 0.24 0.12
C 0.203699 -0.978518 -4.793061 0.12 -0.25 0.24
C 0.614327 -0.530166 -3.570621 -0.11 -0.37 -0.18
N 1.228666 0.684637 -3.693857 0.16 0.21 0.31
C 1.215246 1.056725 -5.006237 -0.12 -0.07 -0.53
C 1.707300 2.197293 -5.628101 0.05 0.09 0.01
C 1.548165 2.299273 -6.992941 0.07 0.12 0.09
C 0.916548 1.291905 -7.728288 -0.07 -0.07 -0.23
C 0.427854 0.158713 -7.119226 0.02 0.04 0.02
C 0.572754 0.027529 -5.738055 0.19 0.33 0.24
H -0.056884 -0.615057 -7.696387 -0.05 -0.07 -0.09
H 0.813719 1.412532 -8.796797 -0.01 0.00 -0.08
H 1.918054 3.173062 -7.508663 0.03 0.07 -0.02
H 2.196165 2.974798 -5.059365 0.05 0.10 0.03
H 1.587138 1.227927 -2.927594 -0.07 -0.07 -0.08
H 0.515457 -0.997711 -2.609236 -0.03 -0.05 0.18
H -0.313705 -2.643995 -6.029759 0.03 -0.11 0.00
H -0.359648 -2.961269 -4.285372 -0.02 -0.08 -0.07
C -2.694607 -0.717668 -1.529559 0.00 0.10 0.10
O -2.422721 0.453005 -1.731931 -0.02 0.06 0.01
N -3.011004 -1.271200 -0.353283 -0.09 -0.37 0.01
C -2.926289 -0.594422 0.911845 0.17 0.07 0.12
H -2.975760 0.476844 0.708009 -0.08 -0.06 0.10
H -3.761310 -0.887700 1.551024 0.10 0.04 -0.03
C -1.599938 -0.939333 1.636591 -0.38 0.38 -0.10
N -1.727295 -0.596406 3.042739 -0.07 -0.12 0.00
C -1.581941 0.796421 3.414714 0.13 0.21 0.06
H -1.979717 1.426857 2.620486 -0.04 0.07 0.03
C -0.134298 1.208943 3.719814 -0.17 0.10 -0.19
N 0.446786 0.316071 4.704048 -0.48 -0.23 -0.08
C 1.492352 0.767384 5.497385 0.38 0.10 0.31
C 1.364535 1.983479 6.181106 0.04 -0.10 -0.12
C 2.354657 2.439114 7.025421 0.27 -0.04 0.06
C 3.491436 1.672100 7.205948 -0.01 -0.12 -0.08
C 3.650272 0.465035 6.555302 0.13 0.33 0.29
C 2.656933 0.020737 5.703042 -0.25 0.06 -0.20
H 2.807068 -0.912036 5.183511 -0.02 -0.08 -0.06
H 4.548017 -0.113330 6.707661 0.10 -0.04 0.03
F 4.465528 2.113770 8.036920 -0.08 -0.03 -0.05
H 2.249617 3.374842 7.551527 0.00 0.09 0.07
H 0.467442 2.571483 6.066317 -0.10 0.03 0.01
C 0.421217 -1.053305 4.239506 -0.24 -0.13 0.08
H 0.825988 -1.706557 5.012916 0.03 0.00 -0.04
C -1.044167 -1.443683 3.993672 0.28 -0.09 0.06
H -1.102618 -2.481953 3.663288 -0.03 -0.02 0.01
H -1.580856 -1.352107 4.944318 0.10 -0.10 0.03
H 1.004200 -1.182304 3.312988 0.05 -0.04 0.09
H -0.126275 2.232538 4.090263 -0.01 -0.03 -0.03
H 0.468327 1.180974 2.798959 -0.01 0.08 0.01
H -2.182381 0.949256 4.318108 0.04 0.12 -0.02
C -0.453153 -0.323513 0.888490 0.52 -1.07 -0.06
C 0.724506 -0.863948 0.455495 -0.62 0.16 0.17
C 1.418241 0.177270 -0.208379 -0.15 0.53 -0.01
C 0.607081 1.267413 -0.134162 0.82 -0.13 -0.28
O -0.520693 0.973447 0.526006 -0.48 0.11 0.20
H 0.712818 2.272700 -0.491627 -0.08 0.17 -0.01
H 2.385047 0.111884 -0.665664 0.21 0.08 -0.12
H 1.055150 -1.874661 0.587768 -0.01 -0.23 0.07
H -1.470339 -2.027091 1.588304 0.04 0.16 -0.04
H -3.154145 -2.274918 -0.376770 0.02 0.14 -0.11
```
Forces are in eV/Å.

Properties
Kohn-Sham gap ... 8.33 eV
SMILES ... O=C(NCCc1c[nH]c2ccccc12)C(=O)NC[C@@H](c1ccco1)N1CCN(c2ccc(F)cc2)CC1



[3]
The following is a DFT calculation (wB97M-V/def2-TZVPD) of a 2-piece molecular cluster, C5H7N2O3 overall.

Structure (XYZ):
```
17
Properties=species:S:1:pos:R:3:forces:R:3
C -0.122125 -0.012225 -1.085236 0.47 0.51 0.05
C -0.781074 -1.306944 -0.962799 0.61 -1.35 -0.16
C -3.309872 2.321018 1.431351 0.17 -1.22 -0.01
C 0.764701 0.526769 -0.238329 -0.35 -0.21 0.08
C 1.204182 -0.079836 1.047572 -0.02 -0.16 0.06
N -2.953216 0.325130 0.149610 -0.80 -0.38 0.46
N -2.525233 1.381667 0.572934 1.72 -0.43 -0.77
O -3.847102 3.265400 0.896951 -0.57 0.93 -0.60
O -3.120958 1.930467 2.578357 -0.22 0.22 1.04
O -0.508934 -2.218404 -0.183701 -0.32 0.63 -0.43
H -0.422485 0.551837 -1.959065 -0.04 0.08 -0.01
H -1.486265 -1.506036 -1.800202 -0.12 0.03 0.25
H 1.174842 1.503737 -0.464701 -0.06 0.08 -0.13
H 0.772545 -1.067466 1.170894 0.06 0.02 0.08
H 0.881608 0.551988 1.876602 0.02 0.08 0.02
H 2.292955 -0.154468 1.086170 0.06 0.05 0.02
H -2.159590 -0.311573 -0.185221 -0.62 1.12 0.04
```
Forces are in eV/Å.

Properties
Charge ... -1
Kohn-Sham gap (spin up / spin down) ... 6.87 / 6.88 eV



[4]
The following is a DFT calculation (wB97M-V/def2-TZVPD) of a 2-piece molecular cluster, C2HFN4O7 overall.

Structure (XYZ):
```
15
Properties=species:S:1:pos:R:3:forces:R:3
C 0.898365 1.222454 0.428983 -0.23 0.32 0.20
C -1.471826 1.394873 -0.021438 1.39 0.25 -0.13
N 3.092142 0.523686 -0.144065 1.39 0.16 0.17
N -0.392526 0.818551 0.253111 -0.31 -0.20 0.11
N -0.041832 -1.873508 -1.158496 -0.92 1.12 -1.85
N -0.319593 -2.104071 0.439468 -0.74 0.51 -0.50
O 0.543465 -2.662430 1.015001 0.46 -0.34 0.58
O 1.311273 2.042306 1.180211 0.27 0.42 0.15
O -2.632974 0.827766 0.048951 -0.97 0.07 -0.02
O 3.701943 -0.222982 -0.797075 -1.31 0.51 0.42
O -1.375745 -1.667910 0.781693 -0.54 -0.40 0.95
O -0.890534 -1.203065 -1.584863 1.47 -1.38 0.77
O 1.673217 0.364672 -0.318983 -0.03 -0.89 -0.95
F -1.544275 2.629761 -0.499201 -0.27 -0.38 0.22
H -2.551096 -0.090109 0.376696 0.33 0.24 -0.13
```
Forces are in eV/Å.

Properties
Kohn-Sham gap ... 8.85 eV
SMILES ... O=NOC(=O)/N=C(/O)F.O=N[N+](=O)[O-]



F_max for the records above, in order: 3.6 1.2 1.9 2.3 eV/A
Relative energy (zero: lowest compared OMol25 entry of this formula, charge and spin) for the records above, in order: 2.443 0.290 2.671 0.000 eV